A molecular structure, C52H58BrI2KN2O6P2S in a non-equilibrium geometry. Source: the Open Molecules 2025 dataset; level of theory: wB97M-V/def2-TZVPD.

XYZ file:
```
125
Properties=species:S:1:pos:R:3:forces:R:3
K -0.70492 0.03059 0.55929 -0.5971 0.8695 -1.9533
C -2.60977 -5.07046 1.98980 0.0070 -0.0216 -0.0302
C -1.66806 -3.89994 1.70221 -0.0369 0.1444 0.2209
C -1.54116 -3.03741 2.96991 -0.0164 0.0076 -0.1004
P -2.01298 -2.76956 0.22997 -0.3863 -0.5798 -0.1336
C -3.83445 -3.04512 -0.07429 -0.0123 0.2227 -0.0361
C -4.20359 -2.48905 -1.45567 0.0716 -0.0214 0.0499
C -4.65141 -2.33087 1.00779 0.0173 -0.0597 0.0154
C -1.32914 -3.74038 -1.17421 0.1108 0.0362 -0.0427
C -1.65151 -5.07943 -1.40092 0.0518 0.1068 -0.0363
C -1.17307 -5.79296 -2.49099 0.0112 0.0495 -0.0326
C -0.37536 -5.12021 -3.42076 -0.0491 0.0520 0.1645
C -0.04278 -3.79522 -3.23381 -0.0252 -0.0228 0.0999
C -0.47712 -3.05418 -2.09248 0.1021 0.1858 -0.0536
N -0.20783 -1.73080 -1.91917 0.2004 -0.3165 -0.1522
C 0.95333 -1.16393 -2.35139 -0.1272 -0.0781 0.0225
C 2.20685 -1.82505 -2.47503 -0.0333 0.1313 -0.0313
C 3.33592 -1.14279 -2.90383 -0.1607 0.0451 -0.0461
C 3.28832 0.22208 -3.18749 -0.0812 -0.2714 -0.2173
C 2.08737 0.90306 -3.00626 -0.1022 -0.0806 -0.1457
C 0.92991 0.24258 -2.61186 0.0445 -0.1899 0.1659
P -0.73050 0.97577 -2.39238 0.1356 0.4553 -0.4911
C -1.47777 0.52666 -4.04886 -0.1616 0.0052 0.1050
C -0.63799 0.71809 -5.30953 -0.0750 0.0327 -0.0239
C -2.86617 1.15470 -4.19965 0.0357 -0.0411 0.0495
C -0.38056 2.81101 -2.36392 -0.0832 0.0229 -0.1158
C -0.14713 3.57841 -3.66785 0.0884 0.0234 0.0711
C -1.48213 3.49097 -1.54055 0.0332 0.0049 -0.1009
H -2.22994 -5.63889 2.84733 -0.0492 0.0278 -0.0137
H -2.69637 -5.76552 1.15443 -0.0203 0.0369 0.0757
H -3.61426 -4.71940 2.24690 0.0902 -0.0446 -0.0267
H -0.68090 -4.30654 1.46627 0.0553 0.0005 -0.0349
H -2.51466 -2.62648 3.26360 0.0952 -0.0473 -0.0135
H -0.87104 -2.19111 2.80651 -0.0455 -0.0763 0.0262
H -1.16220 -3.63081 3.81324 -0.0475 0.0292 -0.0470
H -4.04713 -4.11767 -0.05621 -0.0267 -0.0603 -0.0029
H -4.05021 -1.40500 -1.47999 -0.0489 -0.0876 0.0059
H -5.25890 -2.69092 -1.67483 0.0507 0.0646 0.0360
H -3.59886 -2.94320 -2.24420 -0.0319 0.0139 0.0341
H -4.45493 -1.25491 0.97982 -0.0096 -0.0668 0.0135
H -4.41078 -2.69113 2.01323 -0.0385 0.0530 -0.0774
H -5.72525 -2.48371 0.84505 0.0667 0.0189 0.0039
H -2.30983 -5.59103 -0.70953 0.0081 0.0399 -0.0203
H -1.43043 -6.83782 -2.62370 -0.0102 0.0387 -0.0153
H -0.02304 -5.64226 -4.30496 0.0154 0.0271 -0.0123
H 0.54844 -3.28026 -3.98186 0.0270 -0.0037 0.0329
H 2.27143 -2.87918 -2.22686 -0.0186 0.0209 -0.0419
H 4.27458 -1.68249 -3.01496 -0.0664 0.0213 0.0324
H 4.17674 0.75122 -3.51303 -0.0890 -0.0367 0.0065
H 2.06853 1.97524 -3.18607 -0.0258 -0.1164 0.0473
H -1.61094 -0.55042 -3.90355 -0.0150 -0.0458 0.0154
H -0.60531 1.76532 -5.61908 0.0137 -0.0656 0.0164
H -1.08037 0.14310 -6.13222 0.0157 0.0434 0.0217
H 0.38348 0.36635 -5.16743 0.0313 0.0084 -0.0050
H -2.80000 2.24082 -4.31066 -0.0159 -0.0412 0.0064
H -3.49749 0.94349 -3.33222 0.0069 0.0199 -0.0587
H -3.37046 0.76013 -5.08822 0.0054 0.0145 0.0221
H 0.53776 2.85773 -1.77049 0.0228 0.0159 0.0703
H -1.06614 3.64838 -4.25796 0.0616 -0.0187 0.0088
H 0.62771 3.12670 -4.29029 -0.0730 0.0168 0.0062
H 0.17095 4.60118 -3.43099 -0.0400 -0.0594 -0.0220
H -2.46488 3.36762 -2.01292 0.0626 0.0130 0.0443
H -1.27765 4.56057 -1.44752 -0.0082 0.0140 0.0190
H -1.53026 3.08568 -0.52938 -0.0252 0.0078 -0.0160
I 0.16901 6.82430 0.61306 0.0683 -0.0662 -0.0637
C 1.78863 5.76532 -0.19256 -0.0665 -0.0714 0.0728
C 2.75192 6.46536 -0.91228 -0.0554 -0.2344 0.0577
C 3.84406 5.80652 -1.41792 0.2317 0.0521 -0.0695
I 5.26884 6.95089 -2.47479 -0.0858 -0.0918 0.0643
C 4.01513 4.41272 -1.21964 -0.2151 -0.0631 0.1603
C 5.13331 3.67565 -1.67262 -0.0303 0.0723 -0.0296
C 5.18517 2.32721 -1.48287 0.0854 0.0017 0.0179
C 4.10684 1.69359 -0.84496 -0.0504 0.0108 0.3704
N 3.07546 2.33698 -0.35796 0.0601 0.2636 0.0886
C 3.00783 3.68400 -0.50813 0.0293 -0.0138 -0.1366
C 1.82576 4.36241 0.07574 -0.2057 0.2510 0.0298
O 0.93391 3.77025 0.72528 0.3947 -0.0611 -0.2331
H 2.63463 7.52882 -1.07101 -0.0093 0.0001 0.0214
H 5.93928 4.19365 -2.17701 -0.0122 0.0071 -0.0091
H 6.02917 1.74406 -1.83556 -0.0540 0.0144 0.0062
H 4.08930 0.61066 -0.76581 0.0173 0.0568 0.1404
O -4.21695 1.08098 -0.57521 0.1578 0.0954 0.1263
H -3.35300 1.12179 -1.01206 -0.0844 -0.0185 0.0439
H -3.98560 1.20608 0.36457 0.0218 -0.1103 -0.1954
O 1.12806 2.51561 3.26162 -0.1724 -0.0407 -0.1769
H 1.12021 2.99009 2.40503 -0.0413 -0.1089 0.1255
H 0.44926 1.82498 3.15312 0.1549 0.2643 0.0309
O 0.82673 -1.62530 1.12071 1.1502 -0.8457 0.2462
S 2.28174 -1.32122 1.01131 0.4925 -0.1476 0.8298
C 3.12928 -2.79991 1.64948 -0.0407 -0.1463 -0.2689
C 2.36820 -3.73119 2.33319 -0.1877 -0.0142 0.0127
C 2.99610 -4.81684 2.92904 0.1182 0.0217 -0.0145
C 4.37679 -4.96315 2.83483 -0.0803 0.0364 -0.0437
C 5.12729 -4.03344 2.12189 -0.0204 -0.0514 0.0672
C 4.50252 -2.95256 1.51670 -0.0294 0.0813 -0.1250
C 2.71571 -0.44874 2.55002 0.0556 0.0806 -0.0248
C 1.81115 -0.48929 3.59327 -0.1375 -0.1269 -0.0088
C 2.14844 0.09213 4.80624 0.1029 0.0247 0.0521
C 3.38323 0.70332 4.96861 0.0185 -0.0906 -0.1102
C 4.28534 0.74022 3.90993 -0.0502 -0.0257 0.0859
C 3.95338 0.16391 2.69404 -0.0633 0.0642 -0.1642
H 1.29097 -3.58274 2.39872 0.1943 -0.0197 0.0010
H 2.40791 -5.54153 3.48035 0.0190 0.0151 -0.0418
H 4.86710 -5.80479 3.31123 -0.0201 0.0371 -0.0255
H 6.20373 -4.14663 2.04752 -0.0757 -0.0058 -0.0354
H 5.08150 -2.22800 0.95032 -0.0581 -0.0469 0.0750
H 0.83357 -0.93527 3.43768 0.1733 0.0699 0.0220
H 1.43081 0.09011 5.61943 0.0230 0.0162 -0.0598
H 3.63857 1.16979 5.91212 -0.0148 0.0093 -0.0175
H 5.24730 1.22773 4.02666 -0.0770 -0.0022 -0.0124
H 4.65398 0.20647 1.86652 -0.0763 0.0237 -0.0172
Br -5.08042 2.26606 3.77991 0.1627 -0.0662 -0.1582
C -3.94752 1.11941 4.78683 0.3627 -0.2335 -0.0140
C -4.37924 0.87782 6.08850 0.0457 -0.0322 -0.0534
C -3.63721 0.07264 6.93690 -0.0355 0.0175 0.0369
C -2.44720 -0.48189 6.49201 0.0469 -0.0497 -0.0071
C -2.01559 -0.22528 5.20197 -0.0803 0.0295 0.0333
C -2.74828 0.56345 4.31077 -0.1550 0.0738 -0.0047
C -2.14578 0.69858 2.89564 -0.0503 0.1632 0.1180
O -2.89688 1.00238 1.94991 0.0611 -0.0821 0.3264
O -0.91196 0.43851 2.81238 -0.7104 0.4229 1.5818
H -5.30439 1.32653 6.42620 0.0289 -0.0031 -0.0066
H -3.98889 -0.11364 7.94570 -0.0020 0.0148 -0.0370
H -1.85716 -1.11385 7.14766 -0.0231 0.0482 -0.0437
H -1.08179 -0.63621 4.83700 -0.0907 0.0420 0.0050
```
Positions in Å, forces in eV/Å.

LUMO level ... 0.1241 hartree
Largest force on an atom ... 2.22 eV/Å
DFT total energy ... -7427.66081 Ha
Net charge ... -2
Frontier orbital gap ... 5.14 eV

Mulliken atomic charge list, values in e, 99 entries:
1. K 1.30
2. C -1.66
3. C 0.62
4. C -1.02
5. P 1.42
6. C 0.44
7. C -1.60
8. C -1.33
9. C -0.18
10. C -0.25
11. C -1.10
12. C -0.78
13. C -0.31
14. C -0.48
15. N 0.55
16. C -1.06
17. C 0.14
18. C -1.25
19. C -1.08
20. C 0.07
21. C 0.26
22. P 0.46
23. C 0.69
24. C -1.63
25. C -1.35
26. C 2.79
27. C -1.97
28. C -1.32
29. H 0.47
30. H 0.39
31. H 0.26
32. H 0.22
33. H 0.43
34. H -0.21
35. H 0.54
36. H 0.58
37. H 0.29
38. H 0.47
39. H 0.31
40. H 0.09
41. H 0.25
42. H 0.49
43. H 0.13
44. H 0.37
45. H 0.36
46. H 0.42
47. H 0.57
48. H 0.29
49. H 0.56
50. H -0.03
51. H 0.13
52. H 0.26
53. H 0.47
54. H 0.30
55. H 0.16
56. H 0.27
57. H 0.47
58. H -1.56
59. H 0.39
60. H 0.33
61. H 0.39
62. H 0.38
63. H 0.32
64. H 0.20
65. I -0.08
66. C -0.19
67. C -0.47
68. C -0.23
69. I -0.06
70. C 0.95
71. C -0.96
72. C -1.44
73. C -0.46
74. N 0.49
75. C -0.07
76. C 0.29
77. O -0.70
78. H 0.32
79. H 0.15
80. H 0.48
81. H 1.00
82. O -0.74
83. H 0.01
84. H 0.43
85. O -0.69
86. H 0.48
87. H 0.07
88. O 0.02
89. S 0.46
90. C 0.43
91. C 0.00
92. C -0.89
93. C -0.61
94. C -0.68
95. C -0.43
96. C 1.26
97. C -0.85
98. C -0.53
99. C -0.72